[1]
Density functional theory data (wB97M-V/def2-TZVPD) for C39H42IrN6O4SSb as an isolated structure.

```
94
Properties=species:S:1:pos:R:3
Ir 0.357 -0.636 -2.360
N 5.590 -1.011 -2.550
C 4.586 -0.993 -1.433
C 3.205 -0.829 -2.077
O 2.224 -0.836 -1.267
O 3.153 -0.703 -3.301
H 6.310 -0.295 -2.453
H 5.027 -0.828 -3.407
H 6.056 -1.913 -2.648
H 4.796 -0.158 -0.770
H 4.645 -1.919 -0.867
C 4.152 0.378 4.539
C 3.083 0.052 5.547
C 3.383 0.000 6.903
C 2.420 -0.352 7.842
C 1.132 -0.678 7.446
C 0.802 -0.636 6.101
C 1.767 -0.241 5.178
Sb 1.140 -0.076 3.184
C -0.409 -1.441 2.782
C -0.024 -2.651 2.200
C -0.969 -3.621 1.916
C -2.303 -3.372 2.213
C -2.679 -2.170 2.792
C -1.748 -1.175 3.094
C -2.233 0.088 3.754
C 0.435 1.802 2.575
C -0.293 1.766 1.381
C -0.871 2.917 0.878
C -0.707 4.111 1.571
C 0.024 4.144 2.748
C 0.621 3.001 3.277
C 1.371 3.091 4.576
H 5.078 0.662 5.034
H 3.868 1.211 3.887
H 4.369 -0.486 3.907
H 4.390 0.227 7.230
H 2.687 -0.386 8.889
H 0.390 -0.969 8.176
H -0.200 -0.909 5.787
H 1.020 -2.849 1.985
H -0.668 -4.569 1.492
H -3.050 -4.131 2.018
H -3.718 -2.008 3.055
H -3.051 -0.135 4.438
H -2.602 0.804 3.017
H -1.458 0.595 4.332
H -0.434 0.823 0.861
H -1.451 2.885 -0.035
H -1.157 5.021 1.198
H 0.135 5.081 3.279
H 1.532 4.131 4.852
H 2.347 2.610 4.524
H 0.814 2.615 5.387
O -7.750 1.036 -2.006
C -6.711 0.910 -2.835
O -6.800 1.155 -4.000
C -5.391 0.435 -2.266
C -5.272 -0.316 -1.096
C -4.034 -0.761 -0.683
C -2.884 -0.456 -1.445
S -1.402 -1.099 -0.883
C -3.015 0.308 -2.622
C -4.253 0.737 -3.027
H -7.513 0.929 -1.078
H -6.146 -0.591 -0.519
H -3.930 -1.360 0.212
H -2.139 0.549 -3.211
H -4.386 1.300 -3.941
N -0.493 0.834 -5.256
C 0.053 1.747 -4.417
C 0.182 3.092 -4.814
C 0.679 4.011 -3.932
C 1.055 3.605 -2.641
C 0.910 2.290 -2.319
N 0.424 1.359 -3.185
H -0.693 1.100 -6.205
H -0.437 -0.150 -5.060
H -0.119 3.378 -5.812
H 0.779 5.046 -4.231
H 1.443 4.304 -1.916
H 1.176 1.920 -1.336
N 1.561 -3.535 -6.908
C 0.781 -3.422 -5.817
C 0.930 -2.360 -4.901
N 0.146 -2.281 -3.827
C -0.780 -3.230 -3.629
C -0.896 -4.271 -4.538
N -0.138 -4.371 -5.613
H 2.180 -2.803 -7.201
H 1.360 -4.281 -7.555
H 1.687 -1.596 -5.022
H -1.413 -3.153 -2.757
H -1.636 -5.047 -4.384
```

Largest force on an atom = 0.20 eV/A
E_tot = -2882.6772 a.u.
ΔE to the lowest compared entry with this formula, charge and spin = 4.9 kJ/mol
HOMO (alpha / beta) = -15.376 / -15.564 eV
Total charge = +3
Gap between HOMO and LUMO (alpha / beta) = 8.6 / 5.5 eV
Spin multiplicity = 6

Results of the Löwdin charge analysis, in e, for atoms 1 through 6: 1.137 0.205 -0.022 -0.646 -0.162 0.005

[2]
Density functional theory data (wB97M-V/def2-TZVPD) for C22H26N2ReTe as an isolated structure at a distorted geometry.

```
52
Properties=species:S:1:pos:R:3
Re 0.188 0.012 0.021
C 3.682 2.274 1.979
C 3.037 3.402 2.456
C 1.715 3.629 2.102
C 1.072 2.718 1.284
N 1.690 1.603 0.855
C 2.967 1.393 1.189
C -0.331 2.896 0.830
C -0.988 4.113 0.874
C -2.291 4.204 0.413
C -2.918 3.067 -0.078
C -2.209 1.889 -0.113
N -0.937 1.805 0.323
H 4.715 2.070 2.219
H 3.556 4.100 3.100
H 1.197 4.500 2.476
H 3.428 0.494 0.801
H -0.480 4.991 1.245
H -2.809 5.154 0.427
H -3.935 3.094 -0.443
H -2.645 0.979 -0.502
C -1.409 -1.204 -3.343
C -0.010 -1.018 -2.732
C 1.032 -0.936 -3.863
C -0.022 0.225 -1.902
C 0.351 -2.121 -1.747
C -0.311 -3.343 -1.669
C 0.114 -4.317 -0.779
C 1.193 -4.096 0.080
C 1.852 -2.890 0.033
C 1.435 -1.891 -0.871
H -1.651 -0.346 -3.971
H -2.175 -1.302 -2.572
H -1.434 -2.090 -3.978
H 0.767 -0.142 -4.562
H 1.051 -1.881 -4.408
H 2.035 -0.742 -3.481
H -0.232 1.144 -2.454
H -1.145 -3.555 -2.323
H -0.394 -5.274 -0.760
H 1.529 -4.878 0.749
H 2.725 -2.721 0.651
H 2.145 -1.096 -1.108
C -1.148 -2.963 2.287
Te -0.331 -1.019 2.544
C -2.229 -0.131 2.927
H -1.698 -3.182 3.199
H -0.332 -3.667 2.169
H -1.803 -2.980 1.422
H -2.899 -0.342 2.099
H -2.102 0.941 3.059
H -2.606 -0.572 3.846
```

Largest force on an atom = 1.99 eV/A
E_tot = -1309.1187 a.u.
ΔE to the lowest compared entry with this formula, charge and spin = 0.0 kJ/mol
HOMO (alpha / beta) = -14.039 / -14.538 eV
Total charge = +2
Gap between HOMO and LUMO (alpha / beta) = 7.5 / 7.1 eV
Spin multiplicity = 4

Results of the natural (NBO) charge analysis, in e, for atoms 1 through 6: 1.083 -0.214 -0.106 -0.195 0.153 -0.535

[3]
Density functional theory data (wB97M-V/def2-TZVPD) for C42H32F5P2Pm as an isolated structure at a distorted geometry.

```
82
Properties=species:S:1:pos:R:3
C -1.239 3.237 -2.901
C -0.432 2.160 -3.318
C -0.578 1.662 -4.622
C -1.494 2.248 -5.505
C -2.297 3.313 -5.080
C -2.173 3.807 -3.776
P 0.686 1.392 -2.089
C 1.734 0.293 -3.129
C 1.445 -1.106 -3.105
C 2.400 -1.989 -3.634
C 3.475 -1.492 -4.384
C 3.665 -0.115 -4.547
C 2.819 0.784 -3.877
Pm 0.399 -1.019 -0.470
P -1.686 -0.957 1.687
C -3.158 -1.895 1.081
C -4.479 -1.494 1.353
C -5.563 -2.193 0.797
C -5.338 -3.248 -0.094
C -4.026 -3.607 -0.428
C -2.948 -2.936 0.157
C -0.757 -2.204 2.768
C 0.310 -1.708 3.525
C 1.235 -2.585 4.080
C 1.072 -3.959 3.928
C -0.035 -4.463 3.241
C -0.967 -3.590 2.681
C -2.337 0.160 2.966
C -1.995 1.532 2.919
C -2.502 2.421 3.879
C -3.330 1.959 4.914
C -3.639 0.590 4.985
C -3.140 -0.299 4.027
C 1.817 2.783 -1.653
C 1.839 4.028 -2.309
C 2.632 5.076 -1.826
C 3.428 4.890 -0.689
C 3.440 3.645 -0.043
C 2.654 2.602 -0.535
H 0.431 -0.628 3.653
H 2.080 -2.190 4.651
H 1.797 -4.641 4.361
H -0.180 -5.536 3.138
H -1.851 -3.975 2.166
H -4.676 -0.635 2.005
H -6.582 -1.907 1.058
H -6.177 -3.782 -0.541
H -3.835 -4.415 -1.140
H -1.920 -3.249 -0.116
H -1.334 1.890 2.132
H -2.246 3.481 3.832
H -3.720 2.654 5.662
H -4.279 0.221 5.802
H -3.378 -1.363 4.119
H 1.231 4.189 -3.201
H 2.625 6.041 -2.335
H 4.035 5.709 -0.299
H 4.057 3.489 0.842
H 2.683 1.630 -0.035
H 0.438 -1.498 -2.841
H 2.265 -3.065 -3.466
H 4.175 -2.189 -4.852
H 4.469 0.268 -5.175
H 3.004 1.865 -3.925
H 0.041 0.822 -4.962
H -1.583 1.866 -6.524
H -3.026 3.756 -5.766
H -2.793 4.638 -3.442
H -1.146 3.621 -1.876
H -2.616 0.909 -1.003
H -2.319 1.469 -0.591
F 1.695 -2.916 -0.181
C 2.628 -2.081 0.597
C 2.356 -0.731 0.871
C 3.058 -0.107 1.882
F 2.692 1.090 2.429
C 4.163 -0.776 2.444
F 4.967 -0.123 3.322
C 4.494 -2.080 2.048
F 5.630 -2.661 2.482
C 3.711 -2.764 1.126
F 3.992 -4.017 0.674
```

Largest force on an atom = 2.58 eV/A
E_tot = -3409.4318 a.u.
HOMO (alpha / beta) = -13.960 / -13.964 eV
Total charge = +2
Gap between HOMO and LUMO (alpha / beta) = 6.8 / 7.6 eV
Spin multiplicity = 5

Results of the Löwdin charge analysis, in e, for atoms 1 through 6: -0.128 -0.393 -0.077 -0.054 -0.050 -0.054

[4]
Density functional theory data (wB97M-V/def2-TZVPD) for C6H12O2 as an isolated structure at a distorted geometry.

```
20
Properties=species:S:1:pos:R:3
C -0.100 0.018 0.826
C -0.069 0.331 -0.644
C -0.241 -1.432 1.242
C 0.546 -0.710 -1.541
C -1.243 1.080 -1.213
C 1.410 0.545 0.933
O -1.046 0.812 1.512
O 2.371 -0.225 0.940
H -0.637 1.395 2.161
H 0.989 1.186 -0.437
H 1.374 1.493 1.505
H -0.228 -1.485 2.331
H -1.178 -1.838 0.862
H 0.601 -2.017 0.884
H -1.001 1.499 -2.188
H -0.080 -1.603 -1.567
H 1.534 -0.979 -1.157
H 0.654 -0.328 -2.555
H -1.580 1.875 -0.553
H -2.075 0.383 -1.340
```

Largest force on an atom = 4.52 eV/A
E_tot = -386.2085 a.u.
ΔE to the lowest compared entry with this formula, charge and spin = 293.1 kJ/mol
HOMO = -9.182 eV
Total charge = 0
Gap between HOMO and LUMO = 9.8 eV
Spin multiplicity = 1

Results of the natural (NBO) charge analysis, in e, for atoms 1 through 6: 0.116 -0.026 -0.634 -0.647 -0.631 0.317

[5]
Density functional theory data (wB97M-V/def2-TZVPD) for a 3-piece molecular cluster, C8H24I2O6P3 overall at a distorted geometry.

```
43
Properties=species:S:1:pos:R:3
O 1.257 -0.341 3.539
P 0.245 1.071 3.170
I 0.305 1.251 0.718
P -1.795 0.581 3.773
P -3.236 0.491 2.127
O -3.296 -1.189 1.670
I -5.512 0.959 3.015
H 0.804 -1.071 2.989
H -1.790 -0.740 4.408
H -2.300 1.497 4.764
H -3.494 -1.674 2.544
C 1.420 4.377 -1.684
O 2.365 4.472 -0.624
C 3.613 3.857 -0.955
C 4.671 4.904 -1.317
O 4.352 5.559 -2.549
C 3.814 6.859 -2.344
H 0.571 5.024 -1.447
H 1.847 4.698 -2.637
H 1.063 3.346 -1.768
H 3.489 3.127 -1.765
H 3.947 3.314 -0.065
H 5.630 4.397 -1.467
H 4.798 5.632 -0.507
H 4.605 7.539 -2.011
H 3.000 6.852 -1.612
H 3.419 7.223 -3.296
C -2.582 -6.930 0.292
O -3.381 -5.791 -0.007
C -2.911 -4.611 0.650
C -2.148 -3.702 -0.319
O -0.913 -4.300 -0.729
C -0.989 -4.845 -2.040
H -2.872 -7.741 -0.381
H -1.517 -6.725 0.153
H -2.764 -7.247 1.323
H -2.292 -4.866 1.519
H -3.793 -4.075 1.013
H -1.893 -2.772 0.200
H -2.767 -3.444 -1.187
H -1.017 -4.035 -2.776
H -1.866 -5.488 -2.164
H -0.092 -5.445 -2.216
```

Largest force on an atom = 4.52 eV/A
E_tot = -2389.7373 a.u.
HOMO = -11.106 eV
Total charge = +1
Gap between HOMO and LUMO = 5.9 eV
Spin multiplicity = 1

Results of the natural (NBO) charge analysis, in e, for atoms 1 through 6: -0.895 0.682 0.064 0.141 0.692 -0.928

[6]
Density functional theory data (wB97M-V/def2-TZVPD) for one molecule with the formula C5H6N2O2 at a distorted geometry.

```
15
Properties=species:S:1:pos:R:3
C -0.782 -1.203 0.226
C -0.648 -0.001 -0.705
C -0.428 -1.331 1.529
C 0.404 -0.183 -1.712
C 0.618 0.785 1.914
N 0.216 -0.319 2.147
N 0.546 0.736 -0.535
O 0.518 2.101 -0.927
O 1.256 1.748 1.992
H -1.152 -2.147 -0.213
H -1.642 0.337 -1.035
H -0.729 -2.179 2.016
H 0.760 -1.215 -1.933
H 0.309 0.321 -2.671
H 0.754 2.550 -0.095
```

Largest force on an atom = 4.87 eV/A
E_tot = -453.9720 a.u.
SMILES = O=C=N/C=C\[C@@H]1CN1O
ΔE to the lowest compared entry with this formula, charge and spin = 425.8 kJ/mol
HOMO = -8.901 eV
Total charge = 0
Gap between HOMO and LUMO = 9.8 eV
Spin multiplicity = 1

Results of the natural (NBO) charge analysis, in e, for atoms 1 through 6: -0.217 -0.164 -0.017 -0.269 0.891 -0.545

[7]
Density functional theory data (wB97M-V/def2-TZVPD) for C10H40ClO14Pd as an isolated structure at a distorted geometry.

```
66
Properties=species:S:1:pos:R:3
Pd 0.479 0.275 -0.145
Cl 4.702 2.273 0.349
O 5.640 3.260 0.781
O 4.941 1.869 -1.043
O 4.774 1.100 1.120
O 3.388 2.840 0.399
C 1.861 -0.141 2.807
O 1.832 0.606 1.629
H 1.494 0.548 3.568
H 1.263 -1.052 2.811
H 2.911 -0.377 2.974
H 2.684 1.049 1.618
C -2.162 0.601 1.601
O -0.951 -0.090 1.433
H -3.025 0.047 1.230
H -2.433 0.762 2.644
H -2.245 1.499 0.989
H -1.059 -0.920 1.903
C -2.497 -2.913 2.986
O -1.148 -2.415 2.886
H -2.489 -3.995 2.857
H -3.054 -2.646 3.884
H -3.060 -2.556 2.124
H -0.675 -2.396 3.721
C -2.295 -0.784 -1.418
O -1.117 -0.046 -1.661
H -3.113 -0.095 -1.208
H -2.596 -1.241 -2.360
H -2.031 -1.442 -0.590
H -1.224 0.413 -2.497
C 2.278 -0.351 -2.766
O 2.109 0.412 -1.528
H 1.504 -1.085 -2.989
H 2.123 0.463 -3.473
H 3.241 -0.863 -2.756
H 2.892 0.965 -1.468
C -1.993 -4.637 -0.035
O -0.671 -4.212 -0.417
H -2.726 -3.837 -0.134
H -2.347 -5.365 -0.765
H -1.971 -5.012 0.989
H -0.562 -4.095 -1.363
C 0.129 3.874 2.525
O -0.819 3.565 1.553
H 0.118 4.955 2.662
H 0.047 3.306 3.451
H 1.132 3.642 2.166
H -1.703 3.821 1.825
C 1.999 -2.577 0.410
O 0.820 -1.873 -0.023
H 1.978 -3.579 -0.018
H 2.852 -2.028 0.011
H 2.106 -2.784 1.475
H 0.102 -2.507 -0.091
C -2.484 1.195 -4.216
O -1.119 1.320 -3.903
H -2.634 1.476 -5.258
H -2.915 0.205 -4.072
H -3.078 2.016 -3.814
H -0.760 0.816 -4.637
C 0.303 3.172 -1.797
O 0.135 2.412 -0.629
H 1.233 3.709 -1.612
H 0.393 2.570 -2.701
H -0.504 3.846 -2.085
H -0.001 3.032 0.091
```

Largest force on an atom = 3.70 eV/A
E_tot = -2045.7337 a.u.
HOMO (alpha / beta) = -11.266 / -11.266 eV
Total charge = +1
Gap between HOMO and LUMO (alpha / beta) = 8.7 / 7.6 eV
Spin multiplicity = 3

Results of the natural (NBO) charge analysis, in e, for atoms 1 through 6: 1.436 2.569 -0.813 -0.903 -0.891 -0.923

[8]
Density functional theory data (wB97M-V/def2-TZVPD) for one molecule with the formula C4H6O2.

```
12
Properties=species:S:1:pos:R:3
C -1.509 -0.444 -0.359
C -0.325 -0.203 0.559
O 0.803 -1.037 0.223
C 1.656 0.069 -0.092
C 0.559 1.031 0.325
O 0.417 2.219 0.281
H -2.277 0.318 -0.200
H -1.199 -0.429 -1.410
H -1.942 -1.428 -0.153
H -0.607 -0.313 1.615
H 1.776 0.224 -1.168
H 2.636 0.005 0.392
```

Largest force on an atom = 0.64 eV/A
E_tot = -306.4458 a.u.
SMILES = C[C@H]1OCC1=O
ΔE to the lowest compared entry with this formula, charge and spin = 158.8 kJ/mol
HOMO = -9.860 eV
Total charge = 0
Gap between HOMO and LUMO = 10.8 eV
Spin multiplicity = 1

Results of the natural (NBO) charge analysis, in e, for atoms 1 through 6: -0.628 -0.011 -0.524 -0.189 0.574 -0.495